1.
{"formula": "C3H7FO", "method": "wB97M-V/def2-TZVPD", "energy_ha": -293.54790, "lumo_energy_ev": 1.0, "homo_ev": -9.97, "de_lowest_kj_mol": 120.4, "homo_lumo_gap_ev": 10.970, "smiles": "COCCF", "species": ["C", "C", "C", "H", "H", "H", "H", "H", "H", "H", "O", "F"], "xyz": [[1.6229, 0.0875, -0.3143], [-0.5988, -0.8205, 0.2897], [-1.2038, 0.6173, 0.2130], [1.2369, 0.3625, -1.3538], [2.5024, -0.4903, -0.3761], [1.8631, 1.0211, 0.1284], [-0.8738, -1.3276, -0.6151], [-0.8438, -1.4889, 1.1502], [-0.6714, 1.2451, -0.4968], [-1.3555, 1.2536, 1.1592], [0.7700, -0.7492, 0.5545], [-2.4482, 0.2895, -0.3390]]}

---

2.
{"formula": "C3H4ClNO", "method": "wB97M-V/def2-TZVPD", "energy_ha": -706.65182, "lumo_energy_ev": [-0.8, -1.3], "homo_ev": [-8.87, -9.05], "de_lowest_kj_mol": 656.0, "homo_lumo_gap_ev": [8.107, 7.752], "species": ["C", "C", "C", "N", "O", "Cl", "H", "H", "H", "H"], "xyz": [[2.7533, 0.0632, 0.5714], [-0.0390, 0.8845, 0.0000], [0.5703, -0.5211, 0.5335], [0.8164, 1.9207, -0.0619], [1.8540, -0.6031, -0.0726], [4.2759, 0.1140, -0.2250], [-0.4146, 0.5401, -0.9280], [-0.8287, 1.0263, 0.7669], [0.5335, -0.6479, 1.5498], [0.0483, -1.2487, -0.0954]]}

---

3.
{"formula": "C23H23F5O3PSSiW", "method": "wB97M-V/def2-TZVPD", "multiplicity": 3, "energy_ha": -2711.18764, "lumo_energy_ev": [-4.0, -4.0], "homo_ev": [-12.03, -12.08], "de_lowest_kj_mol": 0.0, "total_charge": 1, "homo_lumo_gap_ev": [8.018, 8.081], "species": ["W", "O", "S", "O", "O", "C", "C", "C", "C", "C", "C", "P", "C", "C", "C", "C", "C", "C", "C", "C", "C", "C", "C", "C", "H", "H", "H", "H", "H", "H", "H", "H", "H", "H", "H", "H", "H", "H", "F", "C", "F", "C", "F", "F", "F", "C", "Si", "C", "C", "H", "H", "H", "H", "H", "H", "H", "H", "H"], "xyz": [[-0.9703, -1.0831, 1.1758], [2.0613, -2.7379, 3.1809], [1.3755, -1.8530, 2.3184], [0.9371, -2.3546, 0.9903], [0.0412, -1.3338, 2.8900], [2.3498, -0.4124, 2.0238], [3.4727, -0.2682, 2.8197], [4.3189, 0.8135, 2.6140], [4.0455, 1.7242, 1.6128], [2.9175, 1.5719, 0.8169], [2.0411, 0.5073, 1.0110], [0.6027, 0.3440, -0.1189], [-0.0233, 2.0044, -0.4353], [-0.7627, 2.2307, -1.5988], [-1.3468, 3.4652, -1.8137], [-1.1987, 4.4791, -0.8764], [-0.4739, 4.2572, 0.2825], [0.1056, 3.0189, 0.5120], [1.2867, -0.2524, -1.6844], [1.1949, -1.5971, -2.0375], [1.7741, -2.0454, -3.2145], [2.4515, -1.1570, -4.0353], [2.5514, 0.1814, -3.6831], [1.9712, 0.6371, -2.5132], [3.6836, -1.0038, 3.5814], [5.1957, 0.9330, 3.2343], [4.7090, 2.5604, 1.4433], [2.7165, 2.2966, 0.0390], [-0.8693, 1.4512, -2.3425], [-1.9141, 3.6412, -2.7170], [-1.6534, 5.4434, -1.0506], [-0.3675, 5.0430, 1.0165], [0.6516, 2.8451, 1.4302], [0.6905, -2.3008, -1.3887], [1.7011, -3.0888, -3.4865], [2.9045, -1.5072, -4.9518], [3.0794, 0.8729, -4.3236], [2.0403, 1.6867, -2.2577], [-3.0498, -0.7664, 2.9424], [-2.5513, 0.1358, 2.0133], [-3.6207, 0.4871, 1.2320], [-2.1542, 1.4137, 2.8050], [-2.4334, 2.5065, 2.0931], [-2.7583, 1.5100, 3.9794], [-0.8123, 1.4072, 3.0162], [-4.1826, -2.8420, 0.5872], [-2.4406, -2.6725, -0.0352], [-2.2156, -1.1318, -1.1907], [-1.7462, -4.2183, -0.7916], [-4.8285, -3.2372, -0.1994], [-4.5853, -1.8895, 0.9272], [-4.2183, -3.5396, 1.4243], [-3.1033, -1.2735, -1.8164], [-1.3687, -1.1196, -1.8707], [-2.3910, -0.1267, -0.7778], [-2.4097, -4.6006, -1.5673], [-1.6657, -4.9806, -0.0148], [-0.7557, -4.0749, -1.2190]]}

---

4.
{"formula": "C2H4BrCl", "method": "wB97M-V/def2-TZVPD", "energy_ha": -3112.69239, "lumo_energy_ev": [-3.1, -3.1], "homo_ev": [-9.66, -9.66], "de_lowest_kj_mol": 318.0, "homo_lumo_gap_ev": [6.559, 6.554], "species": ["C", "C", "Cl", "Br", "H", "H", "H", "H"], "xyz": [[0.6919, -0.3582, -0.2851], [-0.4656, -0.0093, 0.5302], [0.2150, 1.9567, -2.0615], [-0.6888, -1.4872, 1.8123], [0.6337, -1.3846, -0.6779], [1.4412, 0.4182, -0.4035], [-1.4449, -0.0405, 0.0171], [-0.3825, 0.9049, 1.0685]]}

---

5.
{"formula": "C10H16AsAuF5N3O", "method": "wB97M-V/def2-TZVPD", "energy_ha": -3500.98775, "lumo_energy_ev": 0.6, "homo_ev": -8.42, "de_lowest_kj_mol": 0.0, "homo_lumo_gap_ev": 8.996, "species": ["Au", "C", "As", "C", "C", "H", "H", "H", "H", "H", "H", "H", "H", "H", "F", "C", "F", "C", "F", "F", "F", "C", "N", "C", "C", "C", "N", "C", "O", "N", "H", "H", "H", "H", "H", "H", "H"], "xyz": [[0.8661, -0.0179, 1.3674], [2.0511, 2.1349, -1.3665], [1.2400, 2.1318, 0.3936], [0.4269, 3.9122, 0.4682], [2.8334, 2.5172, 1.4538], [2.7327, 2.9844, -1.4650], [1.2760, 2.1766, -2.1297], [2.6153, 1.2086, -1.4861], [1.1698, 4.6307, 0.1083], [0.1712, 4.1504, 1.5035], [-0.4713, 3.9679, -0.1468], [3.3933, 3.3852, 1.1004], [3.4821, 1.6390, 1.4273], [2.5422, 2.6817, 2.4927], [1.3584, -1.6746, 3.8507], [1.5218, -1.7409, 2.4719], [2.8984, -1.8815, 2.3094], [0.9270, -3.0915, 2.0798], [-0.2511, -3.2884, 2.7016], [0.6543, -3.1436, 0.7570], [1.6726, -4.1698, 2.3397], [-1.6908, -0.1536, -3.5300], [-1.9067, -0.7161, -2.2204], [-2.6275, -1.8354, -2.0394], [-2.8062, -2.3605, -0.8016], [-2.1958, -1.6667, 0.2849], [-1.4940, -0.5653, 0.0987], [-1.3385, -0.0300, -1.1185], [-0.7444, 1.0151, -1.3339], [-2.3991, -2.0664, 1.5474], [-2.2888, -0.6851, -4.2668], [-0.6325, -0.2230, -3.7874], [-1.9665, 0.8995, -3.5082], [-3.0673, -2.2731, -2.9253], [-3.4001, -3.2425, -0.6382], [-2.6569, -3.0202, 1.7287], [-1.8950, -1.5890, 2.2784]]}

---

6.
{"formula": "C28H50BFO12", "method": "wB97M-V/def2-TZVPD", "energy_ha": -2124.58702, "lumo_energy_ev": 0.1, "homo_ev": -9.27, "homo_lumo_gap_ev": 9.351, "smiles": "O=C1OC(=O)C(CB(O)O)=C1CCF.CC(C)=O.CC(C)=O.CC(C)=O.CC(C)=O.CC(C)=O.CC(C)=O.CC(C)=O", "species": ["O", "C", "O", "C", "O", "C", "C", "B", "O", "O", "C", "C", "C", "F", "H", "H", "H", "H", "H", "H", "H", "H", "C", "C", "O", "C", "H", "H", "H", "H", "H", "H", "C", "C", "O", "C", "H", "H", "H", "H", "H", "H", "C", "C", "O", "C", "H", "H", "H", "H", "H", "H", "C", "C", "O", "C", "H", "H", "H", "H", "H", "H", "C", "C", "O", "C", "H", "H", "H", "H", "H", "H", "C", "C", "O", "C", "H", "H", "H", "H", "H", "H", "C", "C", "O", "C", "H", "H", "H", "H", "H", "H"], "xyz": [[0.9728, 0.0036, 1.3307], [-0.0066, -0.3147, 0.8258], [-0.2475, -1.6520, 0.5354], [-1.6138, -1.7685, 0.5127], [-2.1887, -2.7287, 0.7089], [-2.1516, -0.4056, 0.1501], [-3.5495, -0.3138, -0.3619], [-4.3992, 0.9383, 0.1170], [-5.1705, 0.9924, 1.2488], [-4.4179, 2.0580, -0.6962], [-1.1854, 0.4716, 0.3381], [-1.2504, 1.9466, 0.0743], [-0.0804, 2.6298, 0.7781], [-0.2145, 2.3596, 2.1304], [-3.5600, -0.4162, -1.4430], [-4.0612, -1.2109, 0.0024], [-4.7866, 0.4651, 1.9627], [-4.0564, 2.8334, -0.2466], [-1.2195, 2.1484, -0.9921], [-2.1246, 2.3939, 0.5204], [-0.1498, 3.7074, 0.6725], [0.8779, 2.2589, 0.4277], [-5.4688, -3.2690, -4.5226], [-4.4793, -3.1558, -3.3892], [-4.3924, -2.1476, -2.7246], [-3.6023, -4.3529, -3.1185], [-6.0312, -2.3410, -4.6054], [-4.9418, -3.4474, -5.4612], [-6.1642, -4.0875, -4.3304], [-2.9959, -4.5776, -3.9975], [-4.2185, -5.2174, -2.8666], [-2.9421, -4.1356, -2.2807], [-1.6883, 6.5441, -0.5563], [-2.4140, 5.4647, -1.3188], [-2.4304, 4.3158, -0.9294], [-3.1188, 5.8714, -2.5863], [-1.2278, 6.1149, 0.3318], [-0.9086, 6.9821, -1.1812], [-2.3914, 7.3195, -0.2487], [-2.3997, 6.2808, -3.2976], [-3.8825, 6.6184, -2.3644], [-3.5966, 4.9998, -3.0296], [3.1539, -0.5827, -1.1425], [3.8869, 0.7051, -1.4186], [3.3525, 1.6296, -1.9912], [5.3152, 0.7791, -0.9455], [2.1386, -0.5131, -1.5306], [3.6617, -1.4130, -1.6369], [3.1087, -0.7587, -0.0679], [5.9077, 0.0026, -1.4319], [5.3549, 0.6540, 0.1392], [5.7335, 1.7499, -1.2036], [3.8910, -5.4456, 1.6052], [4.4023, -4.4719, 0.5714], [4.6589, -4.8246, -0.5578], [4.5799, -3.0392, 1.0073], [3.8106, -6.4355, 1.1602], [4.5825, -5.4922, 2.4482], [2.9053, -5.1344, 1.9550], [5.3039, -2.9829, 1.8226], [3.6220, -2.6277, 1.3309], [4.9502, -2.4529, 0.1694], [-10.3348, 1.4522, 1.0538], [-9.5777, 2.7365, 0.8103], [-10.0942, 3.6757, 0.2490], [-8.1514, 2.7920, 1.2980], [-11.3431, 1.5465, 0.6552], [-9.8331, 0.6226, 0.5530], [-10.3957, 1.2519, 2.1247], [-7.5564, 2.0209, 0.8077], [-8.1203, 2.6493, 2.3796], [-7.7269, 3.7652, 1.0596], [7.7744, -2.7585, -1.6629], [8.5368, -1.4845, -1.9387], [8.0236, -0.5524, -2.5161], [9.9675, -1.4233, -1.4617], [6.7631, -2.6708, -2.0560], [8.2674, -3.6019, -2.1486], [7.7194, -2.9361, -0.5874], [10.5541, -2.2097, -1.9392], [10.0048, -1.5438, -0.3778], [10.3944, -0.4571, -1.7235], [3.6045, -1.0185, 5.9308], [4.0451, -0.3025, 4.6761], [5.1673, -0.4298, 4.2391], [3.0253, 0.5737, 3.9940], [4.4310, -1.6120, 6.3174], [3.3060, -0.2931, 6.6892], [2.7672, -1.6818, 5.7075], [2.7014, 1.3680, 4.6687], [2.1673, -0.0254, 3.6867], [3.4706, 1.0245, 3.1094]]}